A cluster of 2 separate species, CH6NO in total at a distorted geometry, computed with ωB97M-V/def2-TZVPD.

Geometry as ORCA input:
```
! wB97M-V def2-TZVPD RIJCOSX def2/J DEFGRID3
* xyz -1 1
O 2.12252 0.05859 -1.44046
H 2.00813 -0.87915 -1.32026
C -0.75563 -0.02932 0.93207
N -0.50529 0.05913 -0.48268
H -0.38600 -0.98028 1.31302
H -0.28616 0.77604 1.53715
H -1.82154 0.08416 1.14979
H 0.46633 -0.03945 -0.87320
H -0.84235 0.95029 -0.81542
*
```

Max |F|: 1.11 eV/Å
E: -4671.226 eV
Frontier orbital gap: 7.0 eV
Molar mass: 48.07 g mol⁻¹
LUMO: 0.1653 Ha
ΔE to the lowest compared entry with this formula, charge and spin: 0.1410 eV